(1)
The following is a quantum chemistry calculation of a 14-piece molecular cluster, C43H121N9O21 overall in a non-equilibrium geometry, from the OMol25 dataset.

```
194
C43H121N9O21 wB97M-V/def2-TZVPD
C -4.68 -4.05 1.14
O -3.97 -4.58 0.08
C -2.97 -5.40 0.51
C -2.42 -6.18 -0.72
N -2.25 -5.48 -2.01
C -1.21 -4.43 -1.90
C -1.34 -3.49 -3.18
O -2.71 -3.06 -3.39
C -2.91 -2.23 -4.50
H -5.55 -3.54 0.72
H -4.07 -3.38 1.74
H -5.12 -4.76 1.84
H -3.21 -6.17 1.25
H -2.22 -4.82 1.04
H -3.12 -7.00 -0.87
H -1.47 -6.61 -0.40
H -3.09 -4.95 -2.16
H -0.21 -4.84 -1.90
H -1.23 -3.90 -0.94
H -0.90 -4.04 -4.02
H -0.64 -2.66 -3.07
H -2.45 -2.66 -5.39
H -2.50 -1.25 -4.28
H -3.98 -2.22 -4.68
C -0.37 -3.04 2.49
O 0.73 -3.72 3.15
C 0.95 -5.01 2.73
C -0.11 -5.98 3.16
N -0.21 -7.22 2.39
C -1.09 -8.07 3.15
C -1.43 -9.32 2.35
O -1.86 -10.35 3.23
C -2.01 -11.70 2.74
H -0.20 -1.97 2.58
H -1.36 -3.24 2.91
H -0.44 -3.21 1.41
H 1.93 -5.32 3.11
H 1.06 -4.99 1.64
H -1.14 -5.61 3.08
H 0.12 -6.14 4.21
H 0.69 -7.68 2.40
H -1.99 -7.54 3.47
H -0.58 -8.36 4.07
H -0.48 -9.70 1.98
H -2.10 -8.98 1.56
H -2.23 -12.52 3.43
H -1.20 -12.07 2.11
H -2.73 -11.68 1.92
C -0.65 6.23 -2.02
O -0.84 5.01 -2.73
C -2.09 4.83 -3.39
C -2.64 3.42 -3.14
N -2.72 3.15 -1.70
C -4.06 3.45 -1.17
C -3.97 4.16 0.26
O -3.65 5.51 -0.05
C -3.55 6.44 1.06
H -1.53 6.55 -1.47
H -0.41 7.05 -2.69
H 0.18 6.08 -1.33
H -1.90 5.08 -4.43
H -2.83 5.54 -3.03
H -2.06 2.63 -3.63
H -3.54 3.07 -3.64
H -2.05 3.77 -1.30
H -4.68 2.55 -1.16
H -4.60 4.14 -1.82
H -3.30 3.62 0.93
H -4.94 4.12 0.75
H -4.33 6.36 1.82
H -3.69 7.46 0.69
H -2.55 6.31 1.48
C 2.56 4.07 7.71
O 3.46 4.23 6.59
C 2.98 5.06 5.53
C 2.64 4.34 4.25
N 1.29 3.69 4.33
C 1.30 2.59 3.38
C 1.82 1.28 3.92
O 1.11 0.91 5.08
C 1.82 -0.09 5.75
H 2.98 3.33 8.38
H 1.54 3.82 7.38
H 2.40 5.02 8.22
H 3.72 5.84 5.33
H 2.16 5.75 5.70
H 3.36 3.54 4.06
H 2.52 5.05 3.44
H 1.22 3.18 5.20
H 1.99 2.79 2.56
H 0.32 2.48 2.93
H 2.89 1.31 4.13
H 1.75 0.51 3.15
H 1.85 -1.01 5.16
H 1.20 -0.34 6.61
H 2.82 0.18 6.09
C 4.80 3.76 -3.88
O 4.79 4.48 -2.66
C 4.83 5.90 -2.89
C 5.79 6.58 -1.83
N 5.30 6.45 -0.51
C 4.34 7.49 -0.12
C 3.37 6.96 0.97
O 2.18 6.24 0.62
C 2.38 4.87 0.28
H 4.21 2.87 -3.66
H 5.76 3.55 -4.35
H 4.23 4.14 -4.73
H 3.87 6.41 -3.01
H 5.28 5.95 -3.88
H 5.99 7.62 -2.10
H 6.77 6.11 -1.95
H 4.96 5.51 -0.32
H 3.73 7.71 -1.00
H 4.87 8.31 0.37
H 3.02 7.86 1.47
H 4.00 6.29 1.55
H 2.21 4.16 1.09
H 3.38 4.66 -0.07
H 1.70 4.55 -0.51
C -3.14 -1.31 -0.43
O -3.13 -1.00 0.96
C -2.27 0.14 1.42
C -2.32 0.21 2.96
N -3.57 0.56 3.58
C -3.42 0.41 5.04
C -2.73 1.63 5.71
O -3.39 2.87 5.35
C -2.55 4.05 5.26
H -3.40 -0.41 -0.99
H -3.80 -2.07 -0.85
H -2.20 -1.66 -0.85
H -2.46 1.08 0.90
H -1.23 0.01 1.14
H -1.58 0.95 3.27
H -1.81 -0.66 3.38
H -3.75 1.53 3.38
H -2.80 -0.46 5.24
H -4.41 0.10 5.39
H -1.66 1.63 5.52
H -2.88 1.56 6.79
H -3.18 4.92 5.11
H -1.95 3.87 4.37
H -2.02 4.04 6.22
C 1.90 -0.18 -3.42
O 1.67 -1.23 -4.37
C 0.73 -0.84 -5.31
C 0.57 -2.16 -6.19
N -0.34 -1.97 -7.32
C -0.44 -3.20 -8.19
C -0.68 -4.53 -7.52
O -0.62 -5.59 -8.48
C -0.90 -6.90 -7.78
H 2.51 -0.61 -2.63
H 0.96 0.14 -2.98
H 2.34 0.70 -3.88
H 1.07 0.04 -5.85
H -0.23 -0.52 -4.89
H 0.15 -2.90 -5.50
H 1.59 -2.47 -6.42
H 0.03 -1.26 -7.95
H 0.44 -3.26 -8.82
H -1.25 -3.07 -8.91
H -1.59 -4.56 -6.93
H 0.01 -4.79 -6.71
H -1.37 -7.60 -8.48
H -1.55 -6.86 -6.91
H 0.06 -7.34 -7.50
C 3.93 -1.26 2.29
O 4.19 -0.18 1.89
N 2.90 -1.87 1.82
N 4.55 -2.00 3.13
H 2.35 -1.35 1.15
H 2.55 -2.67 2.33
H 5.35 -1.54 3.53
H 4.17 -2.84 3.54
O 2.00 2.92 -5.48
H 1.15 2.54 -5.68
H 2.14 3.56 -6.19
O 0.89 -0.71 0.27
H 1.02 -1.50 -0.26
H 0.40 -0.12 -0.31
O 1.08 2.86 -2.91
H 1.59 2.95 -3.71
H 0.70 3.73 -2.77
O 1.59 -2.77 -1.27
H 2.18 -3.44 -0.91
H 1.74 -2.79 -2.21
O 3.31 1.39 -0.40
H 2.58 1.50 -1.00
H 3.10 0.61 0.11
O -0.42 1.20 -1.16
H -1.29 1.58 -1.18
H 0.11 1.77 -1.72
```

Summary:
- Orbital gap: 8.3 eV
- Charge: 0
- E_HOMO: -8.3 eV


(2)
The following is a quantum chemistry calculation of C43H27F5I2N2O4P2PtSeTe as an isolated structure, from the OMol25 dataset.

```
88
C43H27F5I2N2O4P2PtSeTe wB97M-V/def2-TZVPD
Pt -0.07 -0.11 0.22
Te 0.13 -2.07 4.88
C -1.45 -1.27 6.06
C -1.39 -0.01 6.64
C -2.49 0.44 7.37
N -3.59 -0.28 7.56
C -3.63 -1.50 7.02
C -2.59 -2.03 6.27
C -0.17 -1.07 3.08
P -1.20 -1.54 1.76
C -2.92 -1.02 1.86
C -3.42 -0.63 3.10
C -4.73 -0.19 3.22
C -5.54 -0.10 2.09
C -5.05 -0.51 0.86
C -3.75 -0.98 0.74
C -1.26 -3.32 1.52
C -2.42 -3.97 1.09
C -2.48 -5.35 1.08
C -1.40 -6.10 1.52
C -0.25 -5.47 1.96
C -0.18 -4.09 1.96
P 1.02 -0.10 2.28
C 2.67 -0.83 2.48
C 3.63 -0.20 3.27
C 4.85 -0.81 3.49
C 5.14 -2.04 2.93
C 4.18 -2.68 2.15
C 2.96 -2.08 1.93
C 1.21 1.59 2.92
C 1.52 2.65 2.07
C 1.61 3.94 2.58
C 1.41 4.17 3.93
C 1.11 3.11 4.78
C 1.01 1.82 4.27
H -0.52 0.61 6.55
H -2.47 1.42 7.82
H -4.53 -2.07 7.19
H -2.69 -3.02 5.84
H -2.77 -0.64 3.96
H -5.10 0.14 4.18
H -6.53 0.33 2.16
H -5.68 -0.43 -0.02
H -3.37 -1.28 -0.23
H -3.28 -3.40 0.77
H -3.38 -5.84 0.74
H -1.46 -7.18 1.52
H 0.60 -6.05 2.31
H 0.71 -3.60 2.33
H 3.42 0.77 3.70
H 5.59 -0.30 4.11
H 6.10 -2.51 3.11
H 4.39 -3.64 1.71
H 2.23 -2.59 1.32
H 1.64 2.48 1.01
H 1.83 4.76 1.92
H 1.47 5.17 4.33
H 0.94 3.29 5.84
H 0.76 0.99 4.92
O -4.94 4.77 1.71
C -5.02 3.64 1.23
O -5.98 2.91 0.92
C -3.69 2.93 0.98
C -2.83 2.67 2.04
C -1.74 1.84 1.87
N -1.46 1.30 0.68
C -2.26 1.58 -0.38
C -3.36 2.39 -0.26
C -2.04 0.77 -1.64
O -2.60 1.04 -2.67
O -1.26 -0.28 -1.45
H -3.03 3.08 3.02
H -1.12 1.56 2.70
H -4.00 2.52 -1.12
I 1.53 -1.55 -1.39
I 1.67 -4.29 -1.07
F 6.50 3.96 -0.96
C 5.32 3.36 -1.08
C 5.00 2.27 -0.28
F 5.88 1.83 0.61
C 3.78 1.66 -0.43
F 3.53 0.59 0.33
C 2.83 2.09 -1.35
Se 1.12 1.30 -1.65
C 3.18 3.17 -2.15
F 2.33 3.63 -3.06
C 4.41 3.81 -2.02
F 4.71 4.84 -2.80
```

Summary:
- Orbital gap: 5.2 eV
- ΔE to the lowest compared entry with this formula, charge and spin: 0.0 kJ/mol
- Charge: 0
- E_HOMO: -8.0 eV


(3)
The following is a quantum chemistry calculation of C43H28Br3ClIN7O2V as an isolated structure in a non-equilibrium geometry, from the OMol25 dataset.

```
86
C43H28Br3ClIN7O2V wB97M-V/def2-TZVPD
V -0.33 -0.33 -1.22
C 1.75 -4.58 3.01
C 0.35 -4.00 3.30
C -0.36 -4.36 4.48
C -1.56 -3.79 4.76
C -2.15 -2.87 3.87
C -3.34 -2.15 4.22
Br -4.22 -2.28 5.91
C -3.88 -1.28 3.25
C -3.25 -1.14 2.01
Br -4.24 -0.25 0.69
C -1.93 -1.66 1.67
O -1.16 -1.39 0.66
C -1.36 -2.57 2.67
N -0.14 -3.11 2.52
H 2.57 -4.22 3.67
H 1.99 -4.30 1.97
H 1.61 -5.66 3.08
H 0.12 -5.07 5.11
H -2.15 -4.15 5.62
H -4.86 -0.85 3.34
Br -4.06 -6.27 -3.85
C -2.73 -5.03 -3.47
C -1.52 -4.89 -4.10
C -0.67 -3.87 -3.62
C -1.01 -3.15 -2.44
C -2.30 -3.23 -1.89
C -3.09 -4.26 -2.37
N -0.05 -2.40 -1.70
C 1.09 -2.97 -1.33
C 2.04 -2.17 -0.57
C 3.35 -2.59 -0.34
C 4.30 -1.69 0.19
C 3.82 -0.41 0.55
C 2.49 -0.03 0.29
N 1.59 -0.88 -0.27
H -1.28 -5.47 -4.99
H 0.29 -3.60 -4.04
H -2.57 -2.60 -1.03
H -3.99 -4.51 -1.78
H 1.32 -4.02 -1.57
H 3.62 -3.61 -0.56
H 5.31 -2.01 0.38
H 4.48 0.32 0.91
H 2.11 0.92 0.58
Cl 0.19 0.03 -8.18
C -0.39 0.09 -6.52
C -1.70 -0.28 -6.29
C -2.29 -0.38 -5.00
I -4.26 -1.04 -5.02
C -1.50 -0.12 -3.85
O -1.91 -0.24 -2.59
C -0.16 0.25 -4.12
N 0.53 0.48 -2.94
C 1.75 0.98 -2.97
C 2.43 1.03 -4.20
C 1.81 0.74 -5.41
C 0.46 0.41 -5.37
H -2.31 -0.57 -7.16
H 2.27 1.37 -2.09
H 3.47 1.31 -4.18
H 2.32 0.84 -6.32
N 0.45 6.11 1.64
C 0.83 6.91 2.67
C 1.56 8.06 2.75
C 2.09 8.48 3.99
C 1.87 7.72 5.17
C 1.23 6.47 5.11
C 0.77 6.03 3.85
N 0.35 4.79 3.49
C 0.16 4.87 2.14
C -0.21 3.78 1.32
C -0.57 3.84 -0.03
C -0.78 2.64 -0.74
N -0.71 1.43 -0.19
C -0.33 1.36 1.10
C -0.03 2.48 1.85
H 0.46 6.39 0.64
H 1.74 8.66 1.83
H 2.73 9.32 4.03
H 2.25 8.14 6.11
H 1.13 5.83 5.96
H -0.68 4.74 -0.58
H -1.01 2.79 -1.81
H -0.29 0.35 1.51
H 0.29 2.34 2.85
```

Summary:
- Orbital gap (spin up / spin down): 5.3 / 5.4 eV
- Multiplicity: 4
- Charge: 0
- E_HOMO (spin up / spin down): -6.6 / -6.6 eV


(4)
The following is a quantum chemistry calculation of C43H30Br2CoN11O5 as an isolated structure, from the OMol25 dataset.

```
92
C43H30Br2CoN11O5 wB97M-V/def2-TZVPD
Co -0.15 -1.52 1.59
O -5.23 0.41 2.17
C -5.29 -0.19 0.97
C -6.48 -0.08 0.24
C -6.61 -0.69 -0.99
C -5.55 -1.41 -1.54
C -4.37 -1.51 -0.83
C -4.21 -0.90 0.42
C -2.89 -1.02 1.10
O -1.92 -1.51 0.46
N -2.85 -0.57 2.35
N -1.56 -0.68 2.85
C -1.36 -0.28 4.05
C -0.06 -0.23 4.70
C -0.05 0.26 6.01
C 1.11 0.39 6.75
C 2.32 0.02 6.14
C 2.35 -0.46 4.85
C 1.17 -0.61 4.07
O 1.28 -1.06 2.87
H -4.33 0.18 2.54
H -7.30 0.48 0.68
H -7.54 -0.60 -1.54
H -5.66 -1.90 -2.50
H -3.52 -2.06 -1.22
H -2.22 0.08 4.62
H -1.00 0.54 6.45
H 1.09 0.77 7.76
H 3.24 0.12 6.69
H 3.28 -0.74 4.38
C 4.27 -0.96 -3.78
N 3.00 -0.94 -3.09
C 1.90 -0.25 -3.42
N 0.94 -0.46 -2.55
C 1.52 -1.32 -1.67
N 2.77 -1.64 -1.96
C 5.08 0.29 -3.51
C 6.43 0.25 -3.18
C 7.15 1.43 -2.98
C 6.51 2.66 -3.04
C 5.14 2.68 -3.31
C 4.46 1.52 -3.57
C 4.35 3.91 -3.26
N 4.68 5.15 -3.23
N 3.47 5.86 -3.07
C 2.54 4.97 -3.01
O 3.02 3.72 -3.15
C 1.10 5.09 -2.76
C 0.47 6.33 -2.76
C -0.88 6.39 -2.48
C -1.60 5.23 -2.19
C -0.97 3.99 -2.19
C -1.72 2.73 -1.84
N -1.13 2.05 -0.69
C -0.53 0.86 -0.61
N -0.08 0.67 0.61
C -0.45 1.80 1.26
N -1.08 2.68 0.51
C 0.38 3.93 -2.49
H 4.06 -1.05 -4.85
H 4.82 -1.84 -3.48
H 1.83 0.36 -4.30
H 1.01 -1.70 -0.81
H 6.93 -0.71 -3.10
H 8.20 1.38 -2.74
H 7.03 3.58 -2.84
H 3.40 1.58 -3.78
H 1.05 7.22 -2.96
H -1.38 7.35 -2.46
H -2.65 5.30 -1.94
H -1.68 2.01 -2.67
H -2.77 2.94 -1.62
H -0.47 0.15 -1.43
H -0.25 1.97 2.30
H 0.89 2.97 -2.47
Br 0.20 -4.90 -2.13
C -0.65 -5.10 -0.44
C -1.48 -6.20 -0.24
C -2.11 -6.40 0.96
Br -3.22 -7.93 1.18
C -1.94 -5.47 2.02
C -2.53 -5.57 3.30
C -2.30 -4.60 4.23
C -1.49 -3.50 3.88
N -0.93 -3.38 2.70
C -1.12 -4.35 1.78
C -0.41 -4.14 0.54
O 0.38 -3.14 0.42
H -1.63 -6.91 -1.04
H -3.17 -6.41 3.52
H -2.73 -4.65 5.22
H -1.31 -2.69 4.58
```

Summary:
- Orbital gap (spin up / spin down): 6.3 / 6.3 eV
- Multiplicity: 4
- ΔE to the lowest compared entry with this formula, charge and spin: 44.1 kJ/mol
- Charge: -1
- E_HOMO (spin up / spin down): -4.7 / -4.7 eV


Look up the charge of the first one. 0